[1]
The following is a DFT calculation (ωB97M-V/def2-TZVPD) of 2 unconnected molecules or ions with the total composition C4H11N3O at a distorted geometry.

Energy above the lowest of the compared OMol25 structures with the same formula, charge and spin in kJ/mol: 439.0
Highest occupied orbital energy in eV: -7.9
Spin multiplicity: 1
E_LUMO in Ha: 0.0274
Kohn-Sham gap in eV: 8.6
Energy in Ha: -398.386978

CARTESIAN COORDINATES (ANGSTROEM)
C1 -1.170 0.957 1.601
N1 -0.131 0.137 0.934
C2 1.283 0.905 0.319
O1 1.097 1.995 -0.166
H1 0.178 -0.597 1.572
H2 2.151 0.607 0.918
H3 -2.017 0.312 1.825
H4 -1.462 1.761 0.931
H5 -0.761 1.370 2.523
C3 1.566 -0.652 -1.052
C4 -0.562 -0.648 -0.254
N2 -1.227 0.169 -1.182
N3 -0.878 -1.862 0.065
H6 -1.657 -0.379 -1.913
H7 -0.648 0.897 -1.584
H8 -1.243 -2.368 -0.738
H9 1.982 -1.420 -0.397
H10 2.398 -0.079 -1.473
H11 1.103 -1.105 -1.930

=====

[2]
The following is a DFT calculation (ωB97M-V/def2-TZVPD) of CHNOS2 in the gas phase at a distorted geometry.

Energy above the lowest of the compared OMol25 structures with the same formula, charge and spin in kJ/mol: 555.5
Highest occupied orbital energy (spin up / spin down) in eV: -8.6 / -8.6
Spin multiplicity: 1
E_LUMO (spin up / spin down) in Ha: -0.0317 / -0.0317
Kohn-Sham gap (spin up / spin down) in eV: 7.7 / 7.7
Energy in Ha: -964.821506

CARTESIAN COORDINATES (ANGSTROEM)
C1 0.509 0.159 0.266
N1 -1.936 0.213 -0.387
O1 -0.648 0.161 -0.087
S1 1.851 -0.908 0.291
S2 2.289 1.134 0.600
H1 -2.065 -0.758 -0.682

=====

[3]
The following is a DFT calculation (ωB97M-V/def2-TZVPD) of 2 unconnected molecules or ions with the total composition C3H2FN at a distorted geometry.

Energy above the lowest of the compared OMol25 structures with the same formula, charge and spin in kJ/mol: 282.3
Highest occupied orbital energy in eV: -10.7
Spin multiplicity: 1
SMILES: C#CF.C#N
E_LUMO in Ha: 0.0271
Kohn-Sham gap in eV: 11.4
Energy in Ha: -269.989526

CARTESIAN COORDINATES (ANGSTROEM)
C1 0.566 2.106 0.002
C2 -0.116 1.090 0.015
F1 -1.164 0.290 0.081
H1 1.362 2.844 -0.089
C3 -0.225 -2.116 -0.040
N1 0.281 -2.080 1.008
H2 -0.703 -2.134 -0.977

=====

[4]
The following is a DFT calculation (ωB97M-V/def2-TZVPD) of 2 unconnected molecules or ions with the total composition C24H42B2NO6S at a distorted geometry.

Total charge: -1
Highest occupied orbital energy in eV: -3.9
Spin multiplicity: 1
E_LUMO in Ha: 0.0773
Kohn-Sham gap in eV: 6.0
Energy in Ha: -1893.340106

CARTESIAN COORDINATES (ANGSTROEM)
C1 -0.052 -2.742 2.015
C2 -1.608 -2.311 1.725
B1 -1.802 -1.107 0.620
O1 -3.025 -0.243 0.763
B2 -0.768 -0.723 -0.607
C3 -0.640 -2.147 -1.415
C4 -2.094 -2.640 -2.074
C5 -2.684 -4.013 -1.362
C6 -1.858 -3.054 -3.678
O2 0.460 -0.144 0.045
C7 0.299 1.294 -0.340
C8 1.357 2.408 0.188
C9 2.903 2.249 -0.321
C10 3.120 2.829 -1.875
O3 3.477 0.912 -0.111
C11 4.944 0.925 -0.047
C12 5.544 1.421 1.433
C13 7.128 1.776 1.652
C14 7.718 2.317 3.118
C15 6.728 2.536 4.421
C16 5.124 2.156 4.190
C17 4.532 1.626 2.736
C18 -0.175 1.212 -1.900
S1 -1.002 2.847 -2.326
C19 0.737 0.506 -3.048
N1 2.025 -0.127 -2.595
C20 2.681 -0.721 -3.857
O4 -1.255 0.187 -1.704
H1 0.326 -3.598 1.275
H2 0.677 -1.818 2.041
H3 -0.030 -3.255 3.093
H4 -2.052 -1.909 2.755
H5 -2.232 -3.283 1.454
H6 -2.953 0.124 1.714
H7 -0.291 -3.062 -0.746
H8 0.108 -2.128 -2.333
H9 -2.902 -1.795 -2.092
H10 -2.758 -4.873 -2.185
H11 -2.049 -4.384 -0.452
H12 -3.793 -3.810 -1.021
H13 -1.631 -2.069 -4.299
H14 -1.029 -3.879 -3.799
H15 -2.931 -3.420 -4.051
H16 -0.709 1.658 0.191
H17 1.359 2.360 1.374
H18 0.958 3.493 -0.083
H19 3.540 3.005 0.349
H20 3.672 2.034 -2.551
H21 3.704 3.854 -1.890
H22 2.068 3.059 -2.388
H23 5.435 1.580 -0.910
H24 5.348 -0.184 -0.233
H25 7.925 1.666 0.787
H26 8.874 2.581 3.224
H27 7.110 2.951 5.473
H28 4.435 2.300 5.153
H29 3.367 1.419 2.700
H30 -1.199 2.850 -3.716
H31 1.034 1.355 -3.831
H32 0.156 -0.306 -3.686
H33 1.901 -0.952 -1.972
H34 2.089 -1.735 -4.071
H35 3.817 -0.992 -3.681
H36 2.515 -0.043 -4.796
O5 -8.359 -0.704 4.381
C21 -7.685 -0.238 3.478
O6 -6.320 -0.272 3.440
C22 -5.866 0.457 2.301
C23 -7.033 0.477 1.349
C24 -8.218 0.489 2.281
H37 -5.575 1.463 2.623
H38 -4.994 -0.042 1.868
H39 -7.011 1.325 0.659
H40 -7.042 -0.444 0.754
H41 -8.496 1.505 2.574
H42 -9.073 -0.037 1.849

=====

[5]
The following is a DFT calculation (ωB97M-V/def2-TZVPD) of a gas-phase ion, C15H21N3 (charge +2) at a distorted geometry.

Total charge: +2
Highest occupied orbital energy in eV: -13.3
Spin multiplicity: 1
E_LUMO in Ha: -0.2944
Kohn-Sham gap in eV: 5.2
Energy in Ha: -747.871430

CARTESIAN COORDINATES (ANGSTROEM)
N1 5.823 -1.416 1.643
C1 4.674 -0.753 1.023
C2 5.079 0.283 -0.038
C3 3.985 0.629 -1.071
C4 2.592 0.992 -0.452
C5 1.752 -0.291 -0.360
N2 0.271 -0.070 -0.335
C6 -0.372 0.762 -1.145
C7 -1.741 0.915 -1.126
C8 -2.491 0.164 -0.235
C9 -3.983 0.205 -0.131
C10 -4.727 1.356 0.132
C11 -6.087 1.248 0.241
N3 -6.692 0.071 0.074
C12 -6.028 -1.066 -0.180
C13 -4.666 -1.012 -0.278
C14 -1.806 -0.698 0.643
C15 -0.449 -0.783 0.553
H1 6.229 -0.803 2.342
H2 5.529 -2.270 2.103
H3 4.070 -0.249 1.810
H4 4.053 -1.542 0.564
H5 5.911 -0.168 -0.602
H6 5.515 1.171 0.445
H7 4.379 1.445 -1.692
H8 3.893 -0.237 -1.746
H9 2.799 1.454 0.520
H10 2.149 1.744 -1.121
H11 1.973 -0.983 -1.182
H12 2.012 -0.806 0.568
H13 0.184 1.359 -1.866
H14 -2.227 1.599 -1.818
H15 -4.229 2.313 0.268
H16 -6.735 2.091 0.474
H17 -7.706 0.002 0.137
H18 -6.552 -2.012 -0.296
H19 -4.091 -1.919 -0.455
H20 -2.375 -1.276 1.367
H21 0.085 -1.452 1.223

=====

[6]
The following is a DFT calculation (ωB97M-V/def2-TZVPD) of 2 unconnected molecules or ions with the total composition C9H13NO2 at a distorted geometry.

Energy above the lowest of the compared OMol25 structures with the same formula, charge and spin in kJ/mol: 96.7
Highest occupied orbital energy in eV: -8.9
Spin multiplicity: 1
SMILES: Cc1ccc(O)cc1.CC(N)=O
E_LUMO in Ha: 0.0212
Kohn-Sham gap in eV: 9.5
Energy in Ha: -555.966907

CARTESIAN COORDINATES (ANGSTROEM)
C1 0.748 -3.772 -1.112
C2 -0.021 -2.485 -0.874
C3 -0.137 -2.033 0.450
C4 -1.097 -1.099 0.765
C5 -1.995 -0.680 -0.180
O1 -3.146 0.073 0.052
C6 -1.772 -0.934 -1.529
C7 -0.832 -1.925 -1.849
H1 1.465 -3.988 -0.320
H2 1.357 -3.858 -2.007
H3 -0.029 -4.521 -1.248
H4 0.678 -2.338 1.093
H5 -1.238 -0.780 1.793
H6 -2.959 0.934 0.410
H7 -2.173 -0.416 -2.388
H8 -0.611 -2.240 -2.864
C8 0.716 2.487 0.322
C9 1.901 3.089 1.031
N1 2.983 2.252 1.150
O2 1.828 4.190 1.522
H9 0.878 1.586 -0.267
H10 0.320 3.211 -0.397
H11 -0.079 2.457 1.068
H12 3.808 2.601 1.622
H13 2.837 1.410 0.627

=====

[7]
The following is a DFT calculation (ωB97M-V/def2-TZVPD) of CHNO3S in the gas phase at a distorted geometry.

Energy above the lowest of the compared OMol25 structures with the same formula, charge and spin in kJ/mol: 513.3
Highest occupied orbital energy (spin up / spin down) in eV: -8.8 / -8.8
Spin multiplicity: 1
E_LUMO (spin up / spin down) in Ha: -0.0338 / -0.0036
Kohn-Sham gap (spin up / spin down) in eV: 7.9 / 8.7
Energy in Ha: -717.171654

CARTESIAN COORDINATES (ANGSTROEM)
C1 1.041 -0.181 0.066
N1 -1.117 1.466 0.246
O1 0.687 0.990 0.085
O2 0.378 -1.233 -0.213
O3 -1.666 0.749 -0.480
S1 -1.354 -1.249 0.067
H1 2.031 -0.542 0.229

=====

[8]
The following is a DFT calculation (ωB97M-V/def2-TZVPD) of a molecular structure, C21H43GaO9P.

Total charge: -1
Highest occupied orbital energy in eV: -3.5
Spin multiplicity: 1
E_LUMO in Ha: 0.0725
Kohn-Sham gap in eV: 5.4
Energy in Ha: -3769.387048

CARTESIAN COORDINATES (ANGSTROEM)
C1 11.490 1.478 -2.165
C2 10.255 2.324 -2.442
C3 9.652 2.933 -1.164
C4 8.133 2.802 -1.072
C5 7.381 3.857 -1.875
C6 5.884 3.871 -1.595
C7 5.145 2.650 -2.130
C8 3.644 2.867 -2.250
C9 2.876 1.594 -2.610
C10 1.586 1.825 -3.392
C11 0.348 2.132 -2.530
C12 -0.880 1.290 -2.880
C13 -2.217 1.883 -2.402
Ga1 -3.482 0.685 -1.389
O1 -3.552 1.204 0.434
P1 -2.631 -1.558 -1.261
O2 -3.881 -2.344 -2.075
O3 -3.032 -1.835 0.334
H1 12.285 2.079 -1.723
H2 11.254 0.671 -1.472
H3 11.885 1.028 -3.076
H4 10.524 3.120 -3.137
H5 9.499 1.701 -2.923
H6 10.108 2.461 -0.293
H7 9.900 3.996 -1.129
H8 7.817 2.851 -0.027
H9 7.844 1.811 -1.432
H10 7.818 4.840 -1.686
H11 7.524 3.642 -2.939
H12 5.438 4.780 -2.004
H13 5.746 3.911 -0.510
H14 5.538 2.401 -3.120
H15 5.324 1.791 -1.479
H16 3.263 3.281 -1.313
H17 3.451 3.616 -3.023
H18 3.545 0.965 -3.206
H19 2.655 1.025 -1.705
H20 1.747 2.634 -4.109
H21 1.379 0.931 -3.984
H22 0.080 3.186 -2.619
H23 0.608 1.949 -1.485
H24 -0.724 0.294 -2.457
H25 -0.900 1.141 -3.964
H26 -2.036 2.774 -1.795
H27 -2.782 2.221 -3.274
H28 -4.996 0.729 -1.956
H29 -4.469 1.155 0.728
H30 -3.570 -3.238 -2.253
H31 -3.485 -1.063 0.706
C14 -3.393 -2.631 3.249
C15 -3.529 -3.392 4.532
C16 -4.847 -3.234 5.258
O4 -4.478 -3.490 6.625
C17 -3.170 -3.154 6.762
O5 -2.609 -3.079 7.810
O6 -2.613 -2.925 5.561
H32 -2.363 -2.609 2.898
H33 -3.999 -3.102 2.479
H34 -3.727 -1.600 3.371
H35 -3.311 -4.454 4.385
H36 -5.619 -3.932 4.947
H37 -5.214 -2.208 5.182
C18 -10.852 -3.525 2.067
C19 -9.437 -4.035 2.019
C20 -8.906 -4.688 3.280
O7 -7.500 -4.448 3.169
C21 -7.330 -3.314 2.431
O8 -6.301 -2.743 2.307
O9 -8.506 -2.948 1.873
H38 -11.049 -2.887 1.207
H39 -11.550 -4.363 2.044
H40 -11.025 -2.943 2.972
H41 -9.291 -4.703 1.164
H42 -9.092 -5.756 3.354
H43 -9.278 -4.180 4.174